Below is an isolated molecule of C10H8FNOS, with properties calculated with the ωB97M-V functional and the def2-TZVPD basis.

Its spin multiplicity is 1. As for the SMILES: Cc1c(F)sn(-c2ccccc2)c1=O. For the total energy, the calculation gives -1013.84449 Ha. The value obtained for the HOMO energy is -8.5 eV. The value obtained for the gap between HOMO and LUMO is 8.935 eV.

Element x y z (Å)
C: -3.535 -2.307 -0.066
C: -2.643 -1.059 -0.463
C: -3.160 0.022 -1.097
F: -4.262 0.203 -1.885
S: -1.951 1.410 -1.253
N: -0.774 0.424 -0.446
C: 0.407 0.943 -0.081
C: 1.495 0.143 -0.335
C: 2.742 0.614 0.074
C: 2.943 1.847 0.644
C: 1.803 2.644 0.966
C: 0.594 2.128 0.599
C: -1.210 -0.847 -0.049
O: -0.462 -1.628 0.498
H: -4.485 -1.916 0.220
H: -3.201 -2.894 0.826
H: -3.585 -2.833 -0.965
H: 1.499 -0.838 -0.817
H: 3.575 -0.028 -0.221
H: 3.756 2.369 0.922
H: 1.889 3.682 1.199
H: -0.232 2.650 1.036

Force components x, y, z for each atom (eV/Å):
1.9 2.0 1.1
-1.4 -0.1 0.9
2.0 1.0 -1.2
1.0 -0.6 1.7
-0.9 -1.8 0.4
-4.3 -0.5 -0.8
2.7 -0.2 0.6
1.8 0.2 0.2
1.0 -0.8 -0.8
-4.1 0.7 0.3
1.4 -1.9 -2.0
-1.3 0.7 1.0
-0.4 0.1 -0.4
-0.7 -0.2 0.1
-0.8 0.2 -0.1
0.4 0.5 -1.1
-0.4 -1.6 -1.1
-0.6 0.6 0.1
0.0 0.3 0.4
3.6 0.6 0.4
0.1 0.3 0.9
-0.9 0.3 -0.5

In the Löwdin picture, each atom carries the following charge in e: 0.004, -0.142, -0.430, 0.019, 1.063, -0.294, -0.344, -0.004, -0.070, -0.062, -0.060, -0.054, -0.435, 0.083, 0.062, 0.100, 0.054, 0.131, 0.109, 0.061, 0.101, 0.107

***

Below is an isolated molecule of C10H8N2, with properties calculated with the ωB97M-V functional and the def2-TZVPD basis.

Its spin multiplicity is 1. The energy above the lowest of the compared OMol25 structures with the same formula, charge and spin is 2.998 eV. As for the SMILES: c1ccc(-c2ncccn2)cc1. For the total energy, the calculation gives -495.25901 Ha. The value obtained for the HOMO energy is -8.9 eV. The value obtained for the gap between HOMO and LUMO is 9.204 eV.

Element x y z (Å)
C: -3.508 -0.010 -0.001
C: -2.787 1.153 0.324
C: -1.392 1.136 0.302
C: -0.658 -0.020 0.085
C: 0.782 -0.001 -0.010
N: 1.355 1.162 -0.383
C: 2.758 1.095 -0.429
C: 3.469 -0.012 -0.050
C: 2.704 -1.071 0.386
N: 1.403 -1.161 0.420
C: -1.428 -1.186 -0.389
C: -2.814 -1.132 -0.359
H: -4.693 -0.004 -0.005
H: -3.206 2.027 0.920
H: -0.993 1.943 0.552
H: 3.105 2.274 -0.558
H: 4.438 -0.074 0.073
H: 3.292 -2.050 0.776
H: -0.762 -1.981 -0.489
H: -3.240 -1.854 -0.696

Force components x, y, z for each atom (eV/Å):
-2.3 2.0 0.4
-0.5 -0.1 1.6
-3.6 -6.4 -1.4
-3.3 -1.2 -2.4
1.0 -0.1 0.8
2.3 -2.3 0.1
-2.1 4.6 0.5
-4.6 1.0 -0.5
1.7 -3.9 1.1
-0.5 1.9 -0.9
1.4 3.9 2.7
5.8 6.9 2.5
2.7 -0.1 0.1
0.0 -1.1 -1.5
3.9 6.8 2.1
0.0 -3.6 -0.1
4.9 0.0 0.2
-1.4 2.3 -0.9
0.2 -1.9 -0.8
-5.4 -8.7 -3.6

In the Löwdin picture, each atom carries the following charge in e: -0.078, -0.067, -0.041, -0.135, -0.296, 0.123, -0.092, -0.077, -0.166, 0.131, 0.041, -0.088, 0.146, 0.126, 0.026, 0.163, 0.045, 0.156, 0.079, 0.004

***

Below is C10H8N2O2PtS5 as an isolated structure, with properties calculated with the ωB97M-V functional and the def2-TZVPD basis.

As for the net charge: +2. Its spin multiplicity is 1. The energy above the lowest of the compared OMol25 structures with the same formula, charge and spin is 1.634 eV. For the total energy, the calculation gives -2755.53674 Ha. The value obtained for the HOMO energy (spin up / spin down) is -14.7 / -14.7 eV. The value obtained for the gap between HOMO and LUMO (spin up / spin down) is 4.719 / 4.718 eV.

Element x y z (Å)
Pt: -0.040 0.640 0.709
O: 1.199 5.423 5.240
C: 1.013 4.591 4.441
S: 0.008 4.859 2.942
C: 0.218 3.290 2.327
C: 1.033 2.363 3.094
S: 1.272 0.818 2.600
S: 1.721 2.921 4.549
S: -0.489 2.862 0.899
O: 1.000 -0.646 -1.134
H: 1.525 -1.402 -0.836
H: 1.588 -0.124 -1.697
N: -1.742 -0.650 -1.984
C: -2.455 -0.365 -0.904
N: -1.937 -0.089 0.310
C: -2.956 0.162 1.256
C: -2.778 0.426 2.608
C: -3.895 0.642 3.398
C: -5.173 0.585 2.853
C: -5.356 0.302 1.508
C: -4.234 0.091 0.727
S: -4.175 -0.329 -0.971
H: -0.739 -0.750 -1.931
H: -2.202 -0.870 -2.853
H: -1.783 0.442 3.036
H: -3.777 0.846 4.454
H: -6.033 0.747 3.488
H: -6.350 0.243 1.084

Force components x, y, z for each atom (eV/Å):
-0.9 0.3 0.8
0.0 0.1 0.0
0.1 -0.1 0.0
0.0 0.1 0.1
-0.1 0.6 0.0
0.1 -0.1 0.4
0.4 0.1 -1.1
-0.1 0.2 0.1
0.1 -1.3 0.1
0.1 -0.2 0.4
0.0 -0.1 -0.2
0.1 0.1 0.1
-0.1 0.1 0.1
-0.3 0.0 0.1
0.6 0.4 -0.9
0.2 0.1 0.0
0.1 0.0 0.0
0.1 0.0 0.0
-0.1 0.0 -0.1
-0.2 0.0 0.0
-0.2 0.0 -0.1
-0.1 -0.1 0.0
0.0 -0.1 0.0
0.0 0.0 0.0
0.0 0.0 0.0
0.0 0.0 0.0
0.0 0.0 0.0
0.0 0.0 0.0

In the Löwdin picture, each atom carries the following charge in e: 0.734, 0.110, -0.853, 1.115, -1.085, -1.110, 0.782, 1.111, 0.819, -0.098, 0.097, 0.099, 0.150, -0.650, -0.125, -0.333, -0.039, -0.048, -0.041, -0.045, -0.442, 1.193, 0.071, 0.131, 0.084, 0.120, 0.125, 0.128

***

Below is C10H8N2O2S as an isolated structure, with properties calculated with the ωB97M-V functional and the def2-TZVPD basis.

Its spin multiplicity is 1. The energy above the lowest of the compared OMol25 structures with the same formula, charge and spin is 6.346 eV. For the total energy, the calculation gives -1043.83185 Ha. The value obtained for the HOMO energy (spin up / spin down) is -7.8 / -7.8 eV. The value obtained for the gap between HOMO and LUMO (spin up / spin down) is 6.743 / 7.723 eV.

Element x y z (Å)
C: 0.216 -1.245 1.977
C: 1.404 -0.751 1.656
C: -1.341 1.757 -0.484
C: -0.071 2.097 -0.398
C: -1.305 -1.649 -1.626
C: 1.235 -1.059 -1.694
C: -0.331 0.075 1.874
C: 0.952 0.611 1.285
C: -1.739 0.423 -0.545
C: 0.906 0.930 -0.276
N: -0.866 -0.514 -1.116
N: 0.453 -0.270 -0.945
O: -2.437 -2.081 -1.547
O: 2.451 -1.070 -1.866
S: 0.217 -2.448 -2.316
H: -0.189 -2.219 2.269
H: 2.342 -1.175 1.509
H: -2.058 2.444 -0.274
H: 0.355 3.001 -0.832
H: -1.005 0.548 2.512
H: 1.556 1.435 1.691
H: -2.599 0.041 -0.171
H: 1.852 1.116 -0.683

Force components x, y, z for each atom (eV/Å):
-1.5 -0.2 0.6
1.7 -0.6 -1.0
-0.6 -1.9 0.6
3.5 -0.4 -2.1
0.4 -2.8 -0.5
1.8 -2.2 -0.8
-0.5 -0.1 -0.6
0.8 0.9 -0.9
2.6 0.4 -0.4
-2.0 -0.1 2.2
-2.1 2.6 1.9
1.3 0.1 -1.5
0.8 0.4 -0.5
-1.7 0.8 0.6
-0.8 0.9 0.3
0.3 0.5 -0.1
1.6 -0.8 0.0
-2.3 2.0 0.1
-0.3 0.3 0.9
-1.2 0.8 0.7
-0.6 -0.1 0.5
-2.7 -1.0 0.5
1.5 0.4 -0.3

In the Löwdin picture, each atom carries the following charge in e: -0.024, -0.058, -0.093, -0.019, -0.692, -0.689, -0.017, -0.203, 0.027, -0.162, -0.050, -0.020, 0.039, 0.004, 1.069, 0.121, 0.097, 0.087, 0.118, 0.085, 0.148, 0.098, 0.133

***

Below is C10H8N2S6Tl as an isolated structure, with properties calculated with the ωB97M-V functional and the def2-TZVPD basis.

As for the net charge: -1. Its spin multiplicity is 1. For the total energy, the calculation gives -3057.13781 Ha. The value obtained for the HOMO energy is -3.8 eV. The value obtained for the gap between HOMO and LUMO is 6.333 eV.

Element x y z (Å)
Tl: 0.750 1.288 -3.028
S: 5.979 1.210 2.675
C: 4.884 1.290 1.443
S: 3.221 1.687 1.669
C: 2.700 1.558 -0.004
C: 3.651 1.215 -0.901
S: 3.491 0.956 -2.600
S: 5.263 0.988 -0.216
S: 1.023 1.865 -0.316
N: -2.091 2.748 -0.774
C: -2.259 1.413 -1.012
S: -2.810 0.912 -2.500
N: -2.037 0.645 0.080
C: -1.818 -0.735 0.245
C: -1.321 -1.119 1.493
C: -1.072 -2.447 1.779
C: -1.313 -3.424 0.824
C: -1.784 -3.044 -0.422
C: -2.043 -1.713 -0.720
H: -2.118 3.312 -1.606
H: -1.361 3.006 -0.118
H: -1.677 1.168 0.866
H: -1.106 -0.356 2.232
H: -0.672 -2.718 2.748
H: -1.127 -4.467 1.045
H: -1.949 -3.793 -1.186
H: -2.403 -1.445 -1.697

Force components x, y, z for each atom (eV/Å):
0.4 0.1 0.2
0.2 0.0 0.2
-0.2 0.0 -0.2
0.2 -0.1 -0.2
0.1 0.0 0.2
0.2 0.0 0.2
-0.2 0.0 -0.3
-0.3 0.0 0.2
-0.3 0.0 -0.2
0.2 0.0 0.3
-0.5 -0.1 -0.1
-0.1 -0.1 -0.1
0.2 0.2 0.1
0.0 -0.2 -0.1
0.0 0.1 0.0
0.0 0.0 0.0
0.0 -0.1 0.0
0.0 0.0 0.1
0.0 0.0 0.0
0.0 0.0 0.0
0.0 0.0 -0.1
0.0 0.0 0.0
0.0 0.0 0.0
0.0 0.0 0.0
0.0 0.0 0.0
0.0 0.0 0.0
0.0 0.1 0.0

In the Löwdin picture, each atom carries the following charge in e: 0.391, 0.430, -1.548, 0.849, -1.186, -1.208, 0.292, 0.857, 0.348, 0.059, -0.961, 0.553, 0.046, -0.234, -0.031, -0.092, -0.108, -0.088, -0.043, 0.077, 0.042, 0.113, 0.112, 0.101, 0.095, 0.101, 0.033

***

Below is C10H8N3O4S2V as an isolated structure, with properties calculated with the ωB97M-V functional and the def2-TZVPD basis.

As for the net charge: -1. Its spin multiplicity is 2. The energy above the lowest of the compared OMol25 structures with the same formula, charge and spin is 0.040 eV. The expectation value of S² is 0.8282. For the total energy, the calculation gives -2591.64993 Ha. The value obtained for the HOMO energy (spin up / spin down) is -3.7 / -3.8 eV. The value obtained for the gap between HOMO and LUMO (spin up / spin down) is 6.296 / 6.425 eV.

Element x y z (Å)
V: 0.192 -0.267 -0.168
C: 4.207 0.244 3.691
S: 4.287 0.719 1.957
C: 2.777 0.042 1.369
S: 2.479 0.199 -0.352
N: 1.960 -0.523 2.190
N: 0.804 -0.923 1.549
C: 0.114 -1.922 2.148
C: -0.891 -2.433 1.351
C: -1.800 -3.482 1.674
C: -2.708 -3.901 0.760
C: -2.747 -3.282 -0.527
C: -1.869 -2.286 -0.806
N: -0.938 -1.841 0.091
H: 5.097 0.658 4.164
H: 4.199 -0.838 3.793
H: 3.313 0.653 4.155
H: 0.441 -2.324 3.096
H: -1.745 -3.927 2.660
H: -3.402 -4.696 1.001
H: -3.466 -3.589 -1.273
H: -1.861 -1.782 -1.764
O: -1.437 1.778 -3.119
C: -1.048 1.284 -2.092
O: -0.312 0.207 -1.977
C: -1.411 1.891 -0.687
O: -2.054 2.898 -0.568
O: -0.943 1.165 0.318

Force components x, y, z for each atom (eV/Å):
0.0 0.2 -0.2
0.0 0.0 0.0
0.0 0.0 0.0
-0.2 -0.1 0.1
0.2 -0.1 0.2
0.2 0.1 -0.2
0.0 0.0 0.1
0.0 -0.1 -0.1
0.1 0.1 0.0
0.0 0.0 0.0
0.0 0.0 0.0
0.0 0.0 0.0
0.0 -0.1 0.0
0.0 -0.2 0.1
0.0 0.0 0.0
0.0 0.0 0.0
0.0 0.0 0.0
-0.1 0.0 0.0
0.0 0.0 0.0
0.0 0.0 0.0
0.0 0.0 0.0
0.0 0.0 0.0
0.0 0.0 0.0
-0.1 0.0 0.0
-0.1 0.1 -0.1
0.0 0.1 0.0
0.0 0.0 0.0
0.1 0.1 0.1

In the Löwdin picture, each atom carries the following charge in e: 0.806, -0.431, 0.804, -1.102, 0.606, -0.059, -0.226, -0.111, -0.275, -0.052, -0.106, -0.096, -0.125, -0.052, 0.021, 0.030, 0.030, 0.108, 0.105, 0.092, 0.089, 0.110, 0.091, -0.539, -0.174, -0.513, 0.105, -0.136